Entry 1:
Formula: C38H35BrNO3TaTe
Source: OMol25
Level of theory: ωB97M-V with the def2-TZVPD basis set

Calculated values
- Strongest force on any atom: 3.0 eV/A
- LUMO: -0.291 Ha
- Multiplicity: 1
- Charge: +2
- Relative energy (zero: lowest compared OMol25 entry of this formula, charge and spin): 41.9 kcal per mole

CARTESIAN COORDINATES (ANGSTROEM)
Ta -0.020 1.121 -0.774
C 0.156 -4.513 3.778
C 0.093 -3.220 3.014
C 0.348 -1.996 3.633
C 0.340 -0.800 2.920
C 0.556 0.516 3.634
O -0.226 0.818 4.504
C 1.690 1.385 3.232
C 1.847 2.609 3.883
C 2.881 3.457 3.525
C 3.763 3.089 2.514
C 3.621 1.865 1.873
C 2.593 1.010 2.238
C 0.006 -0.857 1.588
O 0.017 0.242 0.804
C -0.344 -2.031 0.933
C -0.253 -3.218 1.666
C -0.792 -2.017 -0.474
N -0.675 -0.996 -1.305
C -1.146 -1.129 -2.699
C -1.663 0.172 -3.258
Te -3.520 0.837 -2.414
C -2.944 0.996 -0.372
C -2.458 2.203 0.163
C -2.220 2.320 1.533
C -2.494 1.251 2.377
C -3.008 0.071 1.858
C -3.231 -0.062 0.493
C -1.454 -3.272 -0.918
C -1.001 -4.005 -2.015
C -1.686 -5.135 -2.425
C -2.836 -5.534 -1.754
C -3.285 -4.816 -0.655
C -2.588 -3.698 -0.225
H 0.573 -4.370 4.772
H 0.766 -5.245 3.249
H -0.842 -4.940 3.887
H 0.581 -1.963 4.690
H 1.160 2.872 4.677
H 3.010 4.398 4.041
H 4.578 3.746 2.244
H 4.329 1.563 1.112
H 2.528 0.029 1.782
H -0.444 -4.164 1.177
H -1.928 -1.883 -2.759
H -0.315 -1.476 -3.320
H -1.935 0.006 -4.302
H -0.913 0.966 -3.267
H -2.416 3.084 -0.462
H -1.890 3.265 1.946
H -2.339 1.350 3.442
H -3.269 -0.741 2.525
H -3.670 -0.970 0.100
H -0.089 -3.719 -2.523
H -1.326 -5.702 -3.272
H -3.374 -6.414 -2.081
H -4.173 -5.130 -0.125
H -2.933 -3.143 0.639
Br 6.332 -0.085 -2.792
C 4.595 0.259 -2.194
C 4.112 1.564 -2.212
C 2.819 1.815 -1.793
C 1.999 0.764 -1.349
C 2.518 -0.543 -1.311
C 3.807 -0.796 -1.737
H 4.743 2.369 -2.560
H 2.465 2.833 -1.796
H 1.922 -1.372 -0.947
H 4.208 -1.800 -1.719
C -1.736 4.429 -2.433
C -0.464 3.690 -2.774
C 0.751 4.595 -2.684
O -0.261 2.532 -1.893
H -1.857 5.245 -3.143
H -1.677 4.862 -1.432
H -2.612 3.787 -2.505
H -0.535 3.269 -3.779
H 1.004 4.794 -1.641
H 0.520 5.545 -3.162
H 1.612 4.169 -3.193

Löwdin population analysis, charges in e, atoms 1 to 5: 1.951, -0.020, -0.211, 0.088, -0.061

=====

Entry 2:
Formula: C38H35ClN2Si2Sr
Source: OMol25
Level of theory: ωB97M-V with the def2-TZVPD basis set

Calculated values
- Strongest force on any atom: 2.8 eV/A
- LUMO: -0.017 Ha
- Multiplicity: 1
- Relative energy (zero: lowest compared OMol25 entry of this formula, charge and spin): 0.0 kcal per mole

CARTESIAN COORDINATES (ANGSTROEM)
C -1.805 -0.865 3.965
C -2.346 -0.450 2.721
C -1.901 -1.366 1.728
H -3.119 0.298 2.558
C -1.082 -2.342 2.362
C -1.025 -2.031 3.743
H -0.620 -2.649 4.542
H -2.115 -0.478 4.934
H -2.256 -1.440 0.700
H -0.683 -3.249 1.909
Sr 0.594 0.074 2.350
Si 1.898 0.814 -1.577
C 0.429 1.976 -1.204
C 0.710 3.259 -1.716
H 1.735 3.499 -2.053
C -0.330 4.181 -1.904
H -0.116 5.140 -2.395
C -1.633 3.868 -1.481
H -2.441 4.601 -1.620
C -1.882 2.639 -0.853
H -2.886 2.426 -0.491
C -0.873 1.675 -0.747
H -1.144 0.661 -0.447
C -0.507 -1.393 -1.948
C -1.884 -1.539 -2.126
H -2.500 -0.679 -2.387
C -2.423 -2.822 -1.984
H -3.433 -3.007 -2.370
C -1.627 -3.891 -1.549
H -1.964 -4.928 -1.660
C -0.311 -3.661 -1.108
H 0.332 -4.469 -0.722
C 0.231 -2.390 -1.269
H 1.275 -2.180 -0.969
H 2.006 -0.163 -0.457
Si 0.610 -0.603 -3.148
C 0.964 -1.968 -4.430
C 0.301 -1.966 -5.683
H -0.048 -1.030 -6.133
C 0.042 -3.175 -6.356
H -0.511 -3.170 -7.302
C 0.505 -4.384 -5.824
H 0.241 -5.326 -6.309
C 1.336 -4.367 -4.700
H 1.740 -5.312 -4.326
C 1.649 -3.153 -4.074
H 2.390 -3.182 -3.277
C 0.082 0.818 -4.241
C -1.244 1.196 -4.434
H -2.049 0.610 -3.986
C -1.527 2.359 -5.166
H -2.559 2.670 -5.268
C -0.508 3.126 -5.722
H -0.739 4.033 -6.289
C 0.821 2.749 -5.521
H 1.638 3.369 -5.906
C 1.130 1.597 -4.788
H 2.188 1.362 -4.581
H 3.223 1.509 -1.658
Cl 2.847 1.407 1.592
N -0.278 2.123 4.190
C 0.366 2.136 5.472
C 0.345 3.251 6.307
C 0.866 3.157 7.619
C 1.445 1.980 8.074
C 1.573 0.856 7.212
C 2.202 -0.344 7.600
C 2.338 -1.362 6.677
C 1.832 -1.187 5.376
N 1.193 -0.076 4.983
C 1.050 0.949 5.877
H -1.221 1.734 4.277
H -0.387 3.078 3.858
H -0.107 4.185 5.958
H 0.791 4.022 8.283
H 1.803 1.901 9.108
H 2.580 -0.421 8.620
H 2.827 -2.292 6.934
H 1.959 -1.981 4.635

Löwdin population analysis, charges in e, atoms 1 to 5: -0.234, -0.224, -0.239, 0.087, -0.233

=====

Entry 3:
Formula: C38H35MnN2OP2S5
Source: OMol25
Level of theory: ωB97M-V with the def2-TZVPD basis set

Calculated values
- Strongest force on any atom: 2.1 eV/A
- LUMO (spin up / spin down): -0.016 / 0.001 Ha
- Multiplicity: 5
- Relative energy (zero: lowest compared OMol25 entry of this formula, charge and spin): 0.0 kcal per mole

CARTESIAN COORDINATES (ANGSTROEM)
Mn -0.098 -0.222 -0.222
S -3.838 -0.727 -6.520
C -2.976 -0.627 -5.125
S -1.578 -1.585 -4.784
C -1.284 -1.036 -3.146
C -2.167 -0.130 -2.675
S -2.191 0.566 -1.077
S -3.444 0.347 -3.776
S 0.062 -1.721 -2.291
C -0.248 -2.306 2.630
N 0.925 -3.083 2.291
C 2.031 -2.545 1.511
P 1.920 -0.805 0.903
C 2.318 0.193 2.372
C 2.608 1.545 2.174
C 2.903 2.365 3.248
C 2.906 1.845 4.538
C 2.628 0.503 4.741
C 2.339 -0.323 3.661
C 3.486 -0.782 -0.030
C 3.448 -0.924 -1.416
C 4.632 -0.993 -2.137
C 5.852 -0.913 -1.482
C 5.892 -0.765 -0.102
C 4.714 -0.700 0.625
C 1.248 -4.195 3.098
C 1.919 -5.280 2.533
C 2.248 -6.379 3.309
C 1.902 -6.423 4.653
C 1.232 -5.349 5.218
C 0.916 -4.236 4.452
P -1.247 -1.787 1.152
C -2.703 -1.123 2.032
C -2.539 0.019 2.816
C -3.608 0.530 3.535
C -4.851 -0.084 3.468
C -5.018 -1.215 2.685
C -3.949 -1.739 1.972
C -1.837 -3.327 0.410
C -2.533 -3.218 -0.795
C -3.042 -4.348 -1.412
C -2.849 -5.598 -0.837
C -2.158 -5.711 0.360
C -1.652 -4.580 0.986
H -0.032 -1.376 3.174
H -0.892 -2.907 3.271
H 2.190 -3.121 0.592
H 2.966 -2.597 2.082
H 2.610 1.948 1.167
H 3.133 3.409 3.081
H 3.136 2.484 5.380
H 2.642 0.091 5.742
H 2.149 -1.375 3.838
H 2.497 -0.963 -1.933
H 4.596 -1.101 -3.213
H 6.774 -0.962 -2.047
H 6.844 -0.699 0.410
H 4.753 -0.579 1.701
H 2.165 -5.262 1.479
H 2.763 -7.216 2.855
H 2.151 -7.288 5.253
H 0.965 -5.368 6.267
H 0.407 -3.396 4.908
H -1.583 0.526 2.844
H -3.474 1.417 4.141
H -5.688 0.322 4.022
H -5.987 -1.695 2.625
H -4.090 -2.622 1.364
H -2.679 -2.245 -1.247
H -3.573 -4.251 -2.350
H -3.236 -6.483 -1.325
H -2.008 -6.682 0.814
H -1.116 -4.694 1.918
N -0.188 3.807 1.408
C -0.066 2.639 0.752
O -0.304 1.572 1.322
C 0.362 2.692 -0.690
C 0.904 1.353 -1.183
H -0.562 3.803 2.342
H -0.088 4.685 0.931
H 1.079 3.510 -0.821
H -0.540 2.948 -1.253
H 1.991 1.315 -1.080
H 0.681 1.224 -2.241

Löwdin population analysis, charges in e, atoms 1 to 5: 0.173, 0.497, -1.527, 0.883, -1.151